Entry 1:
DFT (the ωB97M-V functional and the def2-TZVPD basis) results for 2 unconnected molecules or ions with the total composition CH2O2S in a non-equilibrium geometry.

Output
DFT total energy: -587.8234 Ha
spin multiplicity: 1
net charge: 0
molecular weight: 78.1 Da

Last column: Löwdin charge in e.
Atoms and positions in Å:
1 C 1.8502 -0.2984 0.3244  -0.142
2 O 2.4913 -0.8747 -0.4480  0.036
3 O -2.1205 0.7479 -0.2647  -0.596
4 S -1.2178 -0.6515 -0.1418  0.627
5 H 2.0666 0.6515 0.7328  0.037
6 H -3.0697 0.4251 -0.2028  0.038

Forces on the atoms, in the same order (eV/Å):
-1.113 -1.236 0.427
0.737 -0.703 -1.033
-1.239 -1.660 0.023
-0.215 0.849 -0.231
0.350 1.899 0.716
1.481 0.852 0.098


Entry 2:
DFT (the ωB97M-V functional and the def2-TZVPD basis) results for a molecular structure, C20H33N5O2 in a non-equilibrium geometry.

Output
DFT total energy: -1205.4446 Ha
spin multiplicity: 1
net charge: 0
molecular weight: 375.5 Da

Last column: Löwdin charge in e.
Atoms and positions in Å:
1 C -1.6866 -4.4006 2.6871  -0.124
2 H -1.5338 -5.4069 2.0742  0.091
3 H -1.0168 -4.4686 3.4419  -0.013
4 C -1.4558 -3.2368 1.6158  -0.245
5 C 0.0055 -3.0795 0.9071  -0.282
6 C 0.2260 -1.8882 0.1995  -0.317
7 C 1.6149 -1.7967 -0.2473  -0.150
8 C 1.9704 -0.9435 -1.5070  -0.082
9 N 1.7540 0.4046 -0.9677  0.058
10 C 0.6615 1.3287 -1.3181  -0.163
11 N 0.8931 2.3167 -0.4981  0.232
12 C 2.0079 2.2465 0.1988  -0.421
13 C 2.3932 1.1669 -0.1258  -0.175
14 C 3.5826 0.5790 0.8325  -0.167
15 O 4.2533 -0.4149 0.5649  0.024
16 N 4.0046 1.7536 1.7579  0.024
17 C 3.3438 3.0487 1.8006  -0.450
18 O 3.8921 3.7882 2.6845  0.017
19 N 2.3096 3.0629 1.0483  0.088
20 C 1.7029 4.5230 1.3703  0.118
21 H 2.4837 5.3011 0.8401  0.168
22 H 0.8687 4.5401 0.8501  0.005
23 H 1.5019 4.6149 2.3898  0.071
24 C 5.1866 1.4302 2.6316  0.025
25 H 5.7157 0.1946 2.0660  0.225
26 H 5.9129 2.0761 2.1904  0.070
27 H 4.8868 1.6224 3.4183  -0.069
28 C -0.2792 0.9139 -2.3089  -0.191
29 N -1.4225 0.3524 -1.7680  -0.124
30 C -2.3944 -0.0409 -2.9338  -0.091
31 C -3.3148 -1.2031 -2.5139  -0.117
32 C -4.0739 -0.5321 -1.4431  -0.161
33 C -3.1938 -0.2160 -0.2023  -0.152
34 H -2.6814 -0.9682 0.0422  0.019
35 H -3.6954 0.3285 0.6116  0.143
36 C -2.0953 0.6374 -0.6028  -0.368
37 C -2.6273 2.1657 -1.0579  -0.014
38 H -3.4641 2.3237 -1.5339  -0.027
39 H -3.2356 2.4837 0.0140  0.128
40 H -1.7923 2.9155 -0.8628  0.077
41 H -1.5102 0.9642 0.1560  0.098
42 H -4.6893 0.4070 -1.3690  0.134
43 H -4.8114 -1.1898 -0.9346  0.115
44 H -2.8736 -1.8597 -2.2322  -0.024
45 H -3.8869 -1.3467 -3.3515  0.107
46 H -2.9684 0.7929 -3.4681  0.144
47 H -1.8388 -0.4453 -3.8063  0.116
48 H -0.0212 0.6275 -3.2529  0.096
49 H -0.5866 1.9482 -2.7555  0.156
50 H 3.0338 -0.9451 -1.6460  0.114
51 H 1.2338 -1.1316 -2.2917  0.123
52 H 2.3867 -1.9069 0.4185  0.052
53 H 1.7915 -3.1138 -0.9479  0.219
54 H -0.0945 -1.0048 0.7370  0.120
55 H -0.6431 -2.0214 -0.6269  0.169
56 H 0.1199 -4.1605 0.7938  0.106
57 H 0.7475 -3.0637 1.8748  0.160
58 H -1.5915 -2.2500 2.2613  0.134
59 H -2.1203 -3.4205 0.8900  0.033
60 H -2.8860 -4.4030 3.2053  0.147

Forces on the atoms, in the same order (eV/Å):
-3.996 -1.415 -3.781
-0.701 1.719 1.372
2.094 0.281 2.484
3.220 2.490 5.142
-0.855 -4.278 9.304
-2.921 0.905 -3.925
0.251 -4.957 -7.098
-0.650 0.895 3.923
-4.331 1.945 -3.765
5.788 -2.659 2.965
-6.243 4.266 -3.347
-8.347 3.164 -4.572
12.630 -14.911 3.152
0.554 3.385 -2.481
-1.226 1.506 1.536
-0.807 -4.150 -2.362
7.096 -3.837 5.467
-2.615 -0.433 -2.945
0.219 12.346 7.896
5.184 -0.484 -2.885
-2.013 -1.885 1.952
-4.121 0.267 -2.542
0.402 0.132 1.524
4.835 -5.151 -17.758
-2.214 3.634 2.617
0.948 0.639 0.761
-3.955 2.302 14.447
-2.872 6.093 0.925
-1.596 -6.413 -4.895
1.795 -0.397 -0.541
-7.855 17.399 -5.055
-3.066 -0.182 5.547
-2.969 4.642 -2.750
3.038 -6.901 2.917
-0.124 -0.774 -0.233
-2.046 7.003 -3.488
2.699 0.230 9.825
-3.569 0.774 -4.124
1.439 -0.592 -1.931
-1.111 -0.842 -1.496
2.370 0.147 2.486
0.593 -0.571 -2.223
0.030 -0.309 -0.729
9.338 -14.271 5.914
-1.608 -1.055 -1.944
0.507 -0.535 1.464
0.673 0.349 0.724
1.590 -2.399 -1.889
0.103 -0.262 0.672
0.353 -0.877 -0.994
0.693 0.146 -0.139
1.521 0.291 1.928
-0.349 3.289 2.092
-0.087 0.166 0.544
2.365 1.108 0.708
0.868 0.320 -2.413
-1.417 0.182 -1.657
-0.386 -1.641 -1.805
-2.863 0.066 -2.692
3.713 0.101 -1.831


Entry 3:
DFT (the ωB97M-V functional and the def2-TZVPD basis) results for a gas-phase ion, C6H6N (charge +1) in a non-equilibrium geometry.

Output
DFT total energy: -286.4311 Ha
spin multiplicity: 1
net charge: +1
molecular weight: 92.1 Da

Last column: Löwdin charge in e.
Atoms and positions in Å:
1 C 1.5845 -0.5208 0.5425  0.042
2 C 1.4799 -1.0636 -0.6901  0.156
3 C 0.5256 1.6114 0.1488  -0.036
4 C -0.0950 1.0391 -0.8183  0.036
5 C 0.7330 0.4658 1.0504  -0.113
6 C 0.0877 -0.3768 -0.2017  -0.452
7 N -1.0938 -1.2273 -0.1971  0.281
8 H 0.8641 2.6836 0.3664  0.165
9 H -0.5390 1.3358 -1.7162  0.115
10 H 0.2820 0.3418 2.1692  0.213
11 H -0.8472 -2.1426 0.2012  0.188
12 H -1.0894 -1.2449 -1.2362  0.200
13 H -1.8925 -0.9012 0.3809  0.205

Forces on the atoms, in the same order (eV/Å):
-1.012 -2.184 -3.353
0.094 0.641 2.321
1.388 5.475 2.003
-0.416 -1.884 0.147
-1.604 -1.216 3.658
2.245 1.567 0.412
0.894 -0.840 0.729
-0.636 -1.759 -0.570
-0.396 0.327 -1.295
1.089 0.642 -2.823
0.014 -0.162 -0.540
-1.765 -0.906 0.505
0.104 0.301 -1.192


Entry 4:
DFT (the ωB97M-V functional and the def2-TZVPD basis) results for C2H2N4O2 in the gas phase in a non-equilibrium geometry.

Output
DFT total energy: -446.7817 Ha
spin multiplicity: 1
net charge: 0
SMILES: O=c1nn[nH][nH]c1=O
molecular weight: 114.1 Da

Last column: Löwdin charge in e.
Atoms and positions in Å:
1 O -1.8450 1.7573 0.2440  0.124
2 C -0.8197 1.2087 -0.1123  -0.328
3 N 0.4813 1.7936 -0.3444  0.088
4 N 1.4099 0.9303 -0.1220  -0.015
5 N 1.2064 -0.3438 0.2265  -0.058
6 N 0.1129 -1.0924 -0.1548  0.113
7 C -1.0002 -0.3526 -0.1361  -0.399
8 O -2.0326 -0.9743 -0.1615  0.110
9 H 2.1501 -0.9200 0.4851  0.229
10 H 0.3369 -2.0068 0.0755  0.136

Forces on the atoms, in the same order (eV/Å):
2.074 0.267 -0.895
-1.953 -0.356 0.869
-0.921 -2.269 0.365
0.524 -0.169 0.694
4.520 0.227 0.340
2.930 2.782 -0.092
-2.001 -1.586 -0.249
-0.916 1.226 -0.110
-3.146 2.194 -1.265
-1.112 -2.316 0.342


Entry 5:
DFT (the ωB97M-V functional and the def2-TZVPD basis) results for C11H18O4 in the gas phase in a non-equilibrium geometry.

Output
DFT total energy: -730.7080 Ha
spin multiplicity: 1
net charge: 0
SMILES: C#C[C@H](OC)[C@@H](CC)OCCCOC=O
molecular weight: 214.3 Da

Last column: Löwdin charge in e.
Atoms and positions in Å:
1 C 0.5881 -3.0935 1.3428  0.079
2 C 1.1947 -2.4112 0.5415  -0.043
3 C 1.8518 -1.4885 -0.5619  -0.270
4 O 3.0828 -0.9108 -0.1424  -0.165
5 C 2.9164 0.0634 0.9064  -0.089
6 C 0.7471 -0.4502 -1.0104  -0.295
7 C 1.2552 0.6653 -2.0166  -0.147
8 C 0.9883 2.1631 -1.4894  -0.103
9 O -0.4521 -1.0957 -1.5216  -0.138
10 C -1.6262 -0.3583 -1.0869  -0.173
11 C -2.3061 -1.0711 0.1549  -0.104
12 C -2.3363 -0.2163 1.4899  -0.183
13 O -1.3716 0.8747 1.5336  -0.121
14 C -2.1363 2.0315 1.8535  -0.285
15 O -2.5615 2.6911 0.9351  0.088
16 H -0.2522 -3.5571 1.9161  0.056
17 H 2.1092 -2.1968 -1.4123  0.170
18 H 1.9151 0.0420 1.4162  0.094
19 H 3.6986 -0.1659 1.6988  0.102
20 H 3.1678 1.1061 0.5321  0.098
21 H 0.3980 0.1015 -0.0771  0.114
22 H 2.3767 0.5543 -2.1461  0.111
23 H 0.7663 0.5919 -3.0359  0.120
24 H 0.3188 2.7447 -2.1970  0.077
25 H 1.9993 2.6602 -1.4017  0.069
26 H 0.4794 2.1771 -0.4828  0.062
27 H -2.3603 -0.4452 -1.9520  0.131
28 H -1.4327 0.7412 -0.9586  0.116
29 H -3.3878 -1.2772 -0.1239  0.118
30 H -1.7723 -2.0474 0.3260  0.099
31 H -2.1086 -0.9189 2.3572  0.126
32 H -3.3763 0.1830 1.6887  0.123
33 H -2.3735 2.3131 2.9238  0.163

Forces on the atoms, in the same order (eV/Å):
-1.105 0.377 -0.304
0.284 0.698 -0.580
-0.933 -1.847 0.132
-1.455 0.363 0.250
1.146 0.518 0.996
-0.613 1.187 0.346
0.361 0.573 0.090
0.210 -0.321 -0.169
0.611 0.973 0.849
-1.097 -0.752 -0.992
-0.165 0.733 -0.113
-0.379 -1.563 0.730
-1.560 0.824 1.169
-0.036 0.388 -2.096
0.502 -0.461 1.533
1.701 0.480 -0.658
-0.276 1.012 0.891
0.892 -0.041 -0.681
-0.951 0.181 -0.909
-0.598 -1.196 0.246
0.743 -0.729 -0.920
-1.326 0.020 0.022
0.565 -0.428 1.276
0.951 -0.658 0.795
-1.321 -0.188 -0.040
0.609 -0.056 -0.964
0.953 0.115 0.972
-0.047 -1.134 0.143
1.319 0.077 0.419
-0.551 1.080 -0.229
-0.202 0.911 -0.974
1.102 -0.372 -0.422
0.666 -0.766 -0.809


Entry 6:
DFT (the ωB97M-V functional and the def2-TZVPD basis) results for C9H15FN4 in the gas phase.

Output
DFT total energy: -670.7557 Ha
spin multiplicity: 1
net charge: 0
SMILES: CCCCCCCc1nnc(F)nn1
molecular weight: 198.2 Da

Last column: Löwdin charge in e.
Atoms and positions in Å:
1 C 3.3601 -1.2935 0.6606  -0.116
2 C 1.9582 -1.5760 0.1209  -0.268
3 C 1.4075 -0.4987 -0.8201  -0.224
4 C 1.5494 0.9503 -0.3209  -0.213
5 C 0.3554 1.8537 -0.6636  -0.213
6 C -0.6853 1.9765 0.4542  -0.193
7 C -1.1497 0.6611 1.0974  -0.128
8 C -2.2735 -0.0184 0.3767  -0.312
9 N -3.2742 -0.5197 1.1070  0.113
10 N -4.2508 -1.1285 0.4907  0.131
11 C -4.1583 -1.1931 -0.8199  -0.424
12 F -5.1531 -1.7840 -1.4446  0.124
13 N -3.2074 -0.6954 -1.5809  0.140
14 N -2.2327 -0.0914 -0.9564  0.123
15 H 3.7919 -2.1902 1.1086  0.068
16 H 4.0304 -0.9678 -0.1392  0.076
17 H 3.3575 -0.5172 1.4280  0.065
18 H 1.9801 -2.5274 -0.4182  0.103
19 H 1.2638 -1.7212 0.9564  0.097
20 H 1.9020 -0.5966 -1.7914  0.113
21 H 0.3473 -0.7005 -1.0031  0.085
22 H 2.4565 1.3967 -0.7349  0.109
23 H 1.7016 0.9502 0.7652  0.104
24 H 0.7160 2.8589 -0.8957  0.105
25 H -0.1348 1.4853 -1.5688  0.099
26 H -0.2788 2.6128 1.2445  0.110
27 H -1.5689 2.4948 0.0673  0.112
28 H -1.4925 0.8269 2.1192  0.116
29 H -0.3177 -0.0476 1.1611  0.099

Forces on the atoms, in the same order (eV/Å):
0.002 -0.006 -0.019
0.054 0.014 -0.038
-0.070 -0.014 0.030
0.058 0.042 0.142
-0.039 -0.071 -0.148
-0.094 0.011 -0.031
-0.012 -0.060 0.020
-0.068 -0.057 -0.117
0.130 0.060 0.220
-0.101 -0.113 -0.020
-0.082 0.200 -0.007
0.010 -0.095 -0.015
-0.069 -0.101 -0.093
0.212 0.116 0.012
-0.018 0.033 0.008
-0.015 -0.028 0.009
-0.003 0.014 -0.070
-0.082 0.030 0.010
0.071 0.022 0.034
-0.036 0.053 0.008
0.075 -0.060 -0.057
0.010 -0.086 0.032
-0.039 0.042 -0.015
-0.065 0.000 0.032
0.081 0.002 0.019
0.030 -0.080 0.017
0.080 0.071 0.037
0.007 0.009 -0.044
-0.029 0.051 0.044